[1]
Formula: C5H10N
Source: the Open Molecules 2025 dataset
Level of theory: ωB97M-V/def2-TZVPD

Geometry as ORCA input:
```
! wB97M-V def2-TZVPD RIJCOSX def2/J DEFGRID3
* xyz 1 1
C -1.03783 -2.39983 -0.29197
C -0.32798 -0.10378 0.04495
C -1.99133 1.52995 -0.49236
C 2.19396 0.06556 0.59153
C 0.90196 0.68806 0.26961
N -0.80264 -1.19524 -0.11613
H -1.32650 -3.08381 0.48288
H -0.84094 -2.89431 -1.28434
H -2.22467 1.59393 -1.55547
H -2.87699 1.36796 0.05165
H -1.13337 2.15913 -0.15265
H 2.44774 -0.90009 0.16281
H 2.97846 0.64004 0.14996
H 2.48835 -0.06518 1.63240
H 0.61444 1.25351 1.09081
H 0.93735 1.34409 -0.58368
*
```

## Properties
relative energy (zero: lowest compared OMol25 entry of this formula, charge and spin)	105.77	kcal/mol
electronic energy	-250.8367	hartree
LUMO energy (alpha / beta)	-5.7 / -5.4	eV

[2]
Formula: C2H8N6
Source: the Open Molecules 2025 dataset
Level of theory: ωB97M-V/def2-TZVPD

Geometry as ORCA input:
```
! wB97M-V def2-TZVPD RIJCOSX def2/J DEFGRID3
* xyz 0 1
C -1.63030 0.65211 0.10442
C -0.42920 -0.18900 -0.26367
N 3.35895 0.25632 -0.35103
N 2.66552 1.22053 0.02879
N 2.77659 -0.89864 -0.45281
N 1.31873 1.14149 0.32817
N 1.49285 -1.07023 0.86939
N 0.59902 -0.01175 0.68120
H -1.39839 1.49800 0.79772
H -2.31961 0.01102 0.62516
H -2.09406 1.28300 -0.78911
H -0.08524 -0.13068 -1.30589
H -0.66148 -1.31406 -0.21543
H 3.49727 -1.73546 -0.35716
H 0.94947 1.90057 0.87576
H 0.94637 -1.92764 0.70063
*
```

## Properties
relative energy (zero: lowest compared OMol25 entry of this formula, charge and spin)	147.66	kcal/mol
electronic energy	-409.3013	hartree
LUMO energy	0.8	eV

[3]
Formula: C14H27INO2PdSSiTe
Source: the Open Molecules 2025 dataset
Level of theory: ωB97M-V/def2-TZVPD

Geometry as ORCA input:
```
! wB97M-V def2-TZVPD RIJCOSX def2/J DEFGRID3
* xyz 1 1
Pd 0.26262 0.04472 0.15010
O -1.59324 -0.73966 -0.08094
S -1.65861 -1.38937 -1.50302
C -2.73336 -2.82456 -1.23934
C -4.16070 -2.36643 -1.52522
C -4.04582 -1.45016 -2.73905
C -2.92273 -0.46911 -2.41446
H -2.53866 -3.16664 -0.22491
H -2.40456 -3.59034 -1.94326
H -4.55752 -1.81569 -0.67040
H -4.81224 -3.21994 -1.70737
H -4.96836 -0.90944 -2.94744
H -3.79982 -2.03507 -3.62778
H -3.23935 0.28697 -1.69847
H -2.45363 0.01463 -3.26578
C 1.08275 -1.31350 3.91391
Te -0.16983 0.02666 2.84332
C 1.01727 1.73024 3.29035
H 2.11477 -1.18581 3.59996
H 0.75476 -2.32714 3.69927
H 0.97479 -1.10873 4.97577
H 0.96999 1.92440 4.35812
H 0.60557 2.57802 2.74525
H 2.04400 1.55120 2.97919
C -2.36371 2.51761 -0.32636
Si -0.87096 2.50971 -1.48236
C -1.40239 2.91598 -3.23220
C 0.18530 3.94627 -0.86849
O -0.08057 1.06334 -1.53414
H -2.59860 3.54535 -0.04109
H -2.17709 1.95582 0.59260
H -3.26624 2.10580 -0.77782
H -1.81050 3.92694 -3.28724
H -2.16994 2.23494 -3.59881
H -0.55543 2.85893 -3.91707
H -0.41016 4.85892 -0.94392
H 1.08703 4.10474 -1.46398
H 0.47239 3.85306 0.18342
I 2.37651 -2.37610 0.59719
C 3.10448 -0.42748 0.39315
C 4.47132 -0.20657 0.39448
C 4.92698 1.08580 0.17328
C 4.00585 2.09731 -0.05653
C 2.65959 1.78987 -0.03720
N 2.21579 0.55655 0.20517
H 5.15276 -1.02909 0.55003
H 5.98851 1.29153 0.16478
H 4.31591 3.11238 -0.25557
H 1.90036 2.52863 -0.22623
*
```

## Properties
relative energy (zero: lowest compared OMol25 entry of this formula, charge and spin)	2.88	kcal/mol
electronic energy	-2135.9868	hartree
LUMO energy	-3.2	eV

[4]
Formula: C22H25NO3S
Source: the Open Molecules 2025 dataset
Level of theory: ωB97M-V/def2-TZVPD

Geometry as ORCA input:
```
! wB97M-V def2-TZVPD RIJCOSX def2/J DEFGRID3
* xyz 0 1
O -2.52768 -0.36983 -2.34276
C -1.61533 0.20947 -1.80420
N -1.71435 0.96052 -0.68150
C -2.90221 1.24346 0.01435
C -3.10648 2.56183 0.41700
C -4.26648 2.94139 1.06119
C -5.25148 1.99908 1.31637
C -5.03996 0.68070 0.96986
C -3.86277 0.28212 0.34259
S -3.68632 -1.44788 0.00837
C -2.00308 -1.75074 0.47418
C -1.29512 -2.72205 -0.22167
C -0.00904 -3.04590 0.16802
C 0.57641 -2.40005 1.24421
C -0.12735 -1.42050 1.92618
C -1.41832 -1.09902 1.55260
H -1.97309 -0.35011 2.09915
H 0.32367 -0.91326 2.76673
H 1.57577 -2.66330 1.55794
H 0.53730 -3.80518 -0.37162
H -1.76141 -3.21305 -1.06168
H -5.77928 -0.07294 1.19386
H -6.16992 2.28795 1.80358
H -4.40610 3.97060 1.35433
H -2.34039 3.29160 0.19703
H -0.91211 1.54026 -0.44292
C -0.20129 0.21098 -2.41029
H -0.20850 -0.44492 -3.28232
H 0.04144 1.23804 -2.71164
O 0.83233 -0.28826 -1.56477
C 1.39336 0.53194 -0.67965
O 0.98827 1.64904 -0.45096
C 2.61716 -0.08006 -0.05914
H 2.59798 0.10439 1.01474
H 2.61492 -1.15133 -0.25261
C 3.86634 0.56992 -0.67148
C 5.15286 0.01252 -0.06762
C 6.40377 0.53496 -0.78510
C 7.50047 0.39467 0.26349
H 8.39168 0.97218 0.02294
H 7.78474 -0.65397 0.36466
C 6.81317 0.88120 1.53790
H 6.84288 1.97092 1.57208
H 7.29651 0.50405 2.43784
C 5.35920 0.39659 1.41274
H 5.17998 -0.46172 2.05969
H 4.66754 1.18497 1.70867
H 6.61670 -0.01739 -1.69918
H 6.27024 1.58760 -1.04078
H 5.13092 -1.07797 -0.15723
H 3.86981 0.38710 -1.74890
H 3.82166 1.64940 -0.51211
*
```

## Properties
relative energy (zero: lowest compared OMol25 entry of this formula, charge and spin)	7.80	kcal/mol
structure (SMILES)	O=C(COC(=O)CCC1CCCC1)Nc1ccccc1Sc1ccccc1
electronic energy	-1532.0341	hartree
LUMO energy	0.7	eV

[5]
Formula: C23H52N13O22
Source: the Open Molecules 2025 dataset
Level of theory: ωB97M-V/def2-TZVPD

Geometry as ORCA input:
```
! wB97M-V def2-TZVPD RIJCOSX def2/J DEFGRID3
* xyz 1 1
C 4.77188 -2.95903 0.47262
C 5.64575 -1.75097 0.64235
O 6.73658 -1.84032 1.10276
O 5.13945 -0.53561 0.27822
C 5.38108 -0.27566 -1.11342
C 4.55957 0.91652 -1.57400
C 3.11900 0.90924 -1.07139
C 2.36832 -0.38512 -1.39731
C 0.90256 -0.09821 -1.77810
C 0.11430 -1.36997 -1.65856
C 0.59444 -2.50645 -2.34994
N 0.04369 -3.69762 -2.34333
N -1.03394 -3.79305 -1.58500
C -1.57877 -2.80859 -0.88661
C -1.04205 -1.52065 -0.89325
C -1.64409 -0.39234 -0.10039
C -3.07351 -0.56493 0.45498
N -3.23485 -0.14340 1.86037
H 5.30567 -3.66182 -0.16344
H 4.66153 -3.42011 1.44753
H 3.79891 -2.75657 0.03635
H 6.44434 -0.09718 -1.27418
H 5.11183 -1.15598 -1.70905
H 4.56585 0.90394 -2.66649
H 5.06110 1.83271 -1.26390
H 2.60891 1.76172 -1.52347
H 3.14346 1.08244 0.00317
H 2.38629 -1.01816 -0.50836
H 2.89198 -0.92582 -2.18704
H 0.81512 0.35094 -2.76314
H 0.53975 0.59092 -1.02119
H 1.48503 -2.41881 -2.95929
H -1.45418 -4.71347 -1.55415
H -2.45629 -3.05346 -0.31027
H -1.65032 0.46630 -0.76850
H -0.96098 -0.13021 0.70985
H -3.41768 -1.59444 0.43394
H -3.77381 0.02431 -0.13189
H -2.85887 -0.88252 2.44119
H -2.71937 0.71015 2.03446
C -2.15638 3.07181 -4.16084
N -1.07410 2.65651 -3.23188
O -1.33600 1.84366 -2.35750
O 0.01816 3.14609 -3.39053
H -3.06303 2.54447 -3.89185
H -2.28300 4.14511 -4.04357
H -1.83171 2.81999 -5.16645
C -1.45365 7.61242 -2.91333
N -2.08373 6.29323 -2.63891
O -1.58360 5.57586 -1.79905
O -3.07488 5.99811 -3.28475
H -0.59602 7.72927 -2.26964
H -1.16586 7.62158 -3.95988
H -2.20491 8.37116 -2.71467
C 3.34381 9.11038 -1.47766
N 1.87815 8.95451 -1.68010
O 1.13948 9.10563 -0.73028
O 1.50065 8.68042 -2.80387
H 3.52899 9.34879 -0.44247
H 3.80329 8.16689 -1.75856
H 3.67533 9.91013 -2.13180
C -6.10905 -0.54469 3.29170
N -7.23128 -0.16737 4.19293
O -7.34076 -0.75766 5.24700
O -7.96843 0.71506 3.80530
H -5.54861 -1.34211 3.76337
H -6.53811 -0.87349 2.35537
H -5.49370 0.33448 3.14286
C 1.30344 12.80405 0.84142
N 2.61217 12.55757 0.17598
O 3.12197 11.46250 0.32030
O 3.08259 13.46346 -0.47185
H 1.01755 11.90426 1.37219
H 1.43879 13.64246 1.51748
H 0.58838 13.05168 0.06325
C -8.28098 -4.06262 0.39370
N -7.37754 -3.33226 1.32069
O -6.47376 -2.66675 0.84437
O -7.59210 -3.44534 2.50617
H -7.95973 -3.87132 -0.62262
H -8.19841 -5.11719 0.64706
H -9.29034 -3.70205 0.56633
C -7.33886 -6.45412 4.63072
N -7.97942 -6.77266 3.32601
O -7.27320 -6.81382 2.33423
O -9.17248 -6.96261 3.33201
H -6.27908 -6.30785 4.46416
H -7.81067 -5.55150 5.00672
H -7.52683 -7.29151 5.29539
C 4.65682 -7.87835 1.27709
N 4.34604 -6.42810 1.39850
O 4.62654 -5.86745 2.43385
O 3.82310 -5.88255 0.44294
H 5.11351 -8.20586 2.20271
H 3.72048 -8.39482 1.09024
H 5.33439 -7.99474 0.43671
C 5.05196 -3.00887 4.37475
N 3.98412 -2.57649 5.31683
O 4.00117 -3.01945 6.44262
O 3.15337 -1.80542 4.87708
H 5.71320 -3.69480 4.88961
H 4.55720 -3.49524 3.54162
H 5.58133 -2.11900 4.04654
C 3.30460 -5.48530 -3.10377
N 4.13236 -4.48672 -3.83113
O 3.76757 -3.32273 -3.78184
O 5.10890 -4.88939 -4.41190
H 2.48412 -4.95571 -2.63762
H 2.94174 -6.21349 -3.82283
H 3.93714 -5.95888 -2.35881
*
```

## Properties
electronic energy	-3273.4846	hartree
LUMO energy	-4.2	eV

| no. | maximum force (hartree/bohr) |
| --- | --- |
| 1 | 0.08580 |
| 2 | 0.08314 |
| 3 | 0.01547 |
| 4 | 0.01313 |
| 5 | 0.02653 |